1.
This record from OMol25 describes a molecular structure, C40H55HfN9O5Te at a distorted geometry. The level of theory is ωB97M-V/def2-TZVPD.

Summary:
* gap between HOMO and LUMO (alpha / beta): 6.9 / 6.6 eV
* charge: +3
* energy above the lowest of the compared OMol25 structures with the same formula, charge and spin: 0.2530 eV
* LUMO level (alpha / beta): -7.265 / -8.309 eV
* multiplicity: 2

Cartesian coordinates (Å):
Hf: -0.07238 0.64959 0.32016
N: 0.25317 0.59984 2.69805
C: -0.67345 -0.35352 3.34264
C: -2.08017 0.08625 2.99396
N: -2.21544 0.24083 1.52396
C: -2.97421 -0.85438 0.87519
C: -2.07537 -2.05022 0.64963
N: -0.80710 -1.61303 0.02001
H: 1.21398 0.33145 2.86424
H: 0.14687 1.52040 3.10940
H: -0.53503 -0.40728 4.42141
H: -0.46038 -1.34153 2.93212
H: -2.27622 1.05215 3.46270
H: -2.82200 -0.60591 3.39233
H: -2.71730 1.09816 1.32553
H: -3.33873 -0.47686 -0.07490
H: -3.83536 -1.13829 1.48062
H: -2.59034 -2.78704 0.03523
H: -1.83740 -2.53990 1.59431
H: -0.84869 -1.71416 -0.99813
H: -0.07167 -2.23803 0.29794
O: 0.84869 0.64327 -1.82611
C: 0.52303 1.27186 -2.84650
C: -0.79266 1.72741 -3.14750
C: -1.03409 2.34469 -4.38939
C: -2.31111 2.69783 -4.70941
C: -3.37783 2.46332 -3.83346
C: -3.15647 1.86366 -2.61659
C: -1.85596 1.48792 -2.23451
O: -1.63569 0.93411 -1.07279
N: -2.57555 3.33241 -6.02063
O: -3.73497 3.58434 -6.28727
O: -1.60943 3.55090 -6.73132
H: 1.30198 1.45934 -3.59587
H: -0.22828 2.54086 -5.08701
H: -4.37108 2.76637 -4.13616
H: -3.97606 1.69054 -1.93069
C: -1.95721 5.88284 2.43776
N: -1.39572 4.83480 1.57730
C: -0.84403 5.01433 0.33482
C: -0.47404 3.78155 -0.09837
N: -0.79241 2.84157 0.86081
C: -1.34428 3.52527 1.85406
H: -1.62460 6.84635 2.06650
H: -1.59469 5.75511 3.45342
H: -3.04332 5.84445 2.41731
H: -0.76013 5.99076 -0.11661
H: 0.02554 3.52158 -1.01581
H: -1.72088 3.12172 2.78303
N: 0.09615 -4.91315 -5.56805
C: 0.23746 -3.50195 -5.03529
C: -0.32801 -3.41133 -3.62060
N: -0.19037 -2.09640 -3.02359
H: 0.39758 -4.98130 -6.53612
H: -0.86799 -5.23621 -5.52840
H: 0.65935 -5.56466 -5.02375
H: -0.27913 -2.84991 -5.73620
H: 1.30190 -3.27872 -5.05150
H: 0.19985 -4.12404 -2.98405
H: -1.38452 -3.69593 -3.62296
H: -0.66854 -1.36691 -3.54302
H: 0.77767 -1.82935 -2.88920
C: 6.63614 -7.07516 3.49042
C: 5.71450 -6.01644 2.96120
C: 4.48959 -5.75822 3.57214
C: 3.63007 -4.77239 3.10981
C: 2.33210 -4.54071 3.84630
C: 4.01529 -4.04696 1.96482
Te: 2.51921 -2.74865 1.18684
N: 1.78868 -0.51197 0.48574
C: 2.44640 0.60900 0.49303
O: 1.69211 1.71006 0.46076
C: 3.91275 0.83081 0.47476
C: 4.80052 0.02651 1.18614
C: 6.16566 0.25916 1.11468
C: 6.65202 1.28835 0.31921
C: 5.77099 2.10259 -0.38061
C: 4.40447 1.88847 -0.28880
C: 2.57119 -3.50519 -0.80782
C: 2.25777 -4.86600 -0.84302
C: 2.40388 -5.60789 -2.00829
C: 2.86766 -4.97497 -3.15410
C: 3.13524 -3.61198 -3.12837
C: 2.99205 -2.84140 -1.96826
C: 3.34277 -1.38116 -2.03636
C: 5.27433 -4.22912 1.36892
C: 5.80169 -3.38500 0.24260
C: 6.08909 -5.23402 1.87229
H: 6.14574 -7.69635 4.23722
H: 7.51277 -6.61793 3.95462
H: 6.99407 -7.71890 2.68603
H: 4.20119 -6.33802 4.44238
H: 2.33586 -5.08713 4.78816
H: 1.46741 -4.88298 3.27204
H: 2.17879 -3.48591 4.08939
H: 4.43579 -0.75852 1.83319
H: 6.85032 -0.35286 1.69037
H: 7.71842 1.46914 0.26099
H: 6.15206 2.91465 -0.98692
H: 3.71246 2.53746 -0.81067
H: 1.94506 -5.37576 0.06354
H: 2.20130 -6.67305 -1.99938
H: 3.06733 -5.55042 -4.05430
H: 3.52575 -3.12571 -4.01730
H: 3.47669 -1.07547 -3.07375
H: 4.28020 -1.16491 -1.51648
H: 2.57337 -0.76017 -1.58386
H: 5.28268 -2.43183 0.16723
H: 5.72105 -3.90259 -0.71748
H: 6.85658 -3.16405 0.40741
H: 7.06246 -5.39334 1.41758

2.
This record from OMol25 describes a molecular structure, C40H55InN3P2SeSi. The level of theory is ωB97M-V/def2-TZVPD.

Summary:
* gap between HOMO and LUMO: 6.0 eV
* charge: +1
* energy above the lowest of the compared OMol25 structures with the same formula, charge and spin: 0.0000 eV
* LUMO level: -3.419 eV

Cartesian coordinates (Å):
In: -0.20486 -0.19471 -0.36834
C: -2.11658 -5.06072 -0.37597
C: -1.09554 -3.92884 -0.28062
C: 0.06218 -4.31124 0.64366
P: -1.70973 -2.26135 0.21388
C: -3.40566 -1.92259 -0.43406
C: -3.40542 -1.95937 -1.96084
C: -4.54895 -2.72906 0.17650
C: -1.81003 -2.07125 1.99225
C: -2.42932 -3.03633 2.79442
C: -2.65987 -2.84950 4.14275
C: -3.28660 -3.91482 4.99921
C: -2.28777 -1.61119 4.66922
C: -1.66202 -0.64426 3.91209
C: -1.35115 -0.85042 2.55161
N: -0.71787 0.09328 1.77071
C: -0.25375 1.30301 2.29198
C: 0.53900 1.42387 3.43790
C: 0.98538 2.66159 3.86443
C: 0.69233 3.82950 3.16081
C: 1.20284 5.16777 3.62266
C: -0.06403 3.71206 2.00267
C: -0.53522 2.47634 1.55831
P: -1.47041 2.16362 0.03462
C: -1.37151 3.59447 -1.12276
C: 0.09671 3.84676 -1.48096
C: -2.11057 4.88432 -0.76526
C: -3.21510 1.90590 0.57996
C: -3.72896 2.89848 1.62054
C: -4.12897 1.80328 -0.64180
H: -1.60182 -5.96946 -0.69451
H: -2.59089 -5.27065 0.58300
H: -2.89406 -4.85350 -1.10885
H: -0.69319 -3.75119 -1.28479
H: -0.30951 -4.62183 1.62048
H: 0.62235 -5.14093 0.21002
H: 0.75337 -3.48413 0.81780
H: -3.54336 -0.88059 -0.12418
H: -3.20449 -2.95967 -2.34586
H: -4.37684 -1.64164 -2.34425
H: -2.64234 -1.29445 -2.37370
H: -4.50053 -3.78237 -0.09502
H: -4.55953 -2.65016 1.26278
H: -5.49811 -2.33735 -0.19524
H: -2.75778 -3.96291 2.33579
H: -3.82915 -4.64010 4.39313
H: -2.52976 -4.45885 5.56775
H: -3.98586 -3.48428 5.71620
H: -2.49879 -1.39552 5.71075
H: -1.41615 0.29791 4.37914
H: 0.80752 0.53230 3.98956
H: 1.58834 2.72321 4.76299
H: 1.35596 5.17803 4.70081
H: 2.15863 5.40930 3.15289
H: 0.50241 5.96408 3.37232
H: -0.29258 4.60927 1.44402
H: -1.85110 3.18128 -2.01858
H: 0.63610 4.31820 -0.65956
H: 0.61579 2.91822 -1.73392
H: 0.15910 4.51035 -2.34455
H: -1.80398 5.29777 0.19342
H: -1.90374 5.63523 -1.53025
H: -3.18830 4.73735 -0.73683
H: -3.15567 0.92627 1.06745
H: -3.83882 3.90252 1.21511
H: -4.71021 2.57556 1.97351
H: -3.06396 2.94864 2.48293
H: -4.24099 2.76841 -1.13918
H: -3.74880 1.09151 -1.37986
H: -5.12482 1.47509 -0.33940
C: -0.65119 0.76980 -3.81372
Si: 0.54004 -0.31392 -2.84485
C: 2.29768 0.27623 -3.12309
C: 0.35393 -2.10262 -3.39445
C: 1.30828 -3.06226 -3.03865
C: 1.14529 -4.40062 -3.36284
C: 0.01494 -4.81341 -4.05704
C: -0.93234 -3.87631 -4.44289
C: -0.75860 -2.53634 -4.11885
H: -0.47408 0.64694 -4.88538
H: -0.49627 1.82369 -3.57150
H: -1.70006 0.53591 -3.61874
H: 2.49545 0.36198 -4.19419
H: 3.02627 -0.42220 -2.70700
H: 2.47329 1.25454 -2.66912
H: 2.20255 -2.75867 -2.50711
H: 1.90288 -5.12192 -3.08314
H: -0.11595 -5.85641 -4.31372
H: -1.80282 -4.18644 -5.00697
H: -1.50706 -1.82202 -4.44253
Se: 2.63536 1.97832 0.72134
N: 2.07510 0.31315 0.39672
C: 3.14623 -0.41732 0.12138
C: 3.13811 -1.80986 -0.18726
C: 4.31745 -2.42164 -0.45194
C: 5.56514 -1.71219 -0.42926
C: 5.62124 -0.39374 -0.13304
C: 4.40128 0.29638 0.15534
N: 4.32424 1.58011 0.45516
H: 2.20335 -2.35360 -0.20208
H: 4.33012 -3.47921 -0.68335
H: 6.47311 -2.25662 -0.64991
H: 6.55165 0.15539 -0.10452

3.
This record from OMol25 describes 9 unconnected molecules or ions with the total composition C40H55N8O4P. The level of theory is ωB97M-V/def2-TZVPD.

Summary:
* gap between HOMO and LUMO: 8.3 eV
* charge: 0
* structure (SMILES): CC(C)C[C@H]1OC(=O)O[C@@H]1P(C)O.c1cc[nH]c1.c1cc[nH]c1.c1cc[nH]c1.c1cc[nH]c1.c1cc[nH]c1.c1cc[nH]c1.c1cc[nH]c1.c1cc[nH]c1
* LUMO level: 0.050 eV

Cartesian coordinates (Å):
C: -0.96390 4.37825 -1.47553
C: -2.03217 4.15906 -0.38949
C: -3.13723 5.22589 -0.45198
C: -1.40936 4.13097 1.01806
C: -2.03427 3.23631 2.09287
O: -3.10772 3.91976 2.77783
C: -4.27888 3.29812 2.52145
O: -5.33676 3.83075 2.57082
O: -4.04915 2.00179 2.22977
C: -2.70581 1.91163 1.67313
P: -1.86963 0.41051 2.36254
C: -0.42145 0.52404 1.22899
O: -2.77603 -0.77902 1.66099
H: -1.11114 5.33152 -1.98556
H: -0.99215 3.60077 -2.23977
H: 0.04523 4.37916 -1.06046
H: -2.51367 3.20478 -0.61187
H: -2.71237 6.21011 -0.65905
H: -3.86229 5.01021 -1.23784
H: -3.67460 5.29487 0.49703
H: -1.47898 5.14255 1.43238
H: -0.34076 3.90661 0.97974
H: -1.26333 3.02371 2.83827
H: -2.83821 1.82541 0.59280
H: 0.38319 -0.12190 1.57815
H: -0.69382 0.24232 0.20983
H: -0.05048 1.55222 1.20746
H: -3.40662 -0.47202 1.00123
N: 2.79020 -1.87643 0.15580
C: 3.89572 -2.58638 0.54200
C: 4.98819 -1.77812 0.38040
C: 4.52463 -0.53190 -0.12501
C: 3.16489 -0.62351 -0.25155
H: 1.84865 -2.22216 0.16848
H: 3.81417 -3.60031 0.89407
H: 6.00669 -2.04878 0.60385
H: 5.12124 0.33270 -0.36348
H: 2.43730 0.09329 -0.59283
N: 3.88966 -6.78235 -1.11134
C: 4.98808 -7.48671 -0.69896
C: 6.07748 -6.66534 -0.81356
C: 5.61868 -5.41732 -1.31753
C: 4.26539 -5.52109 -1.49179
H: 2.95571 -7.14576 -1.14742
H: 4.90151 -8.50597 -0.36373
H: 7.09205 -6.92901 -0.56599
H: 6.21179 -4.54256 -1.52505
H: 3.54343 -4.80640 -1.84900
N: 5.67688 -2.91128 5.76084
C: 5.08522 -2.69413 4.54575
C: 5.60411 -1.53905 4.02553
C: 6.54686 -1.03977 4.96605
C: 6.56871 -1.90796 6.02474
H: 5.48601 -3.68764 6.36631
H: 4.35126 -3.37706 4.15346
H: 5.33818 -1.10514 3.07615
H: 7.14170 -0.14644 4.87352
H: 7.14120 -1.89770 6.93629
N: -2.78360 6.89252 3.20235
C: -1.53496 7.06055 3.73043
C: -1.18343 8.37682 3.57384
C: -2.26957 9.02886 2.92934
C: -3.24088 8.08472 2.71741
H: -3.28116 6.01830 3.17015
H: -1.00416 6.23515 4.17453
H: -0.25711 8.82404 3.89403
H: -2.33329 10.07017 2.66093
H: -4.21722 8.16412 2.27100
N: 0.40626 -8.68823 -1.34927
C: -0.06194 -9.97273 -1.27300
C: 0.12824 -10.56143 -2.49454
C: 0.73037 -9.59252 -3.34411
C: 0.89055 -8.44861 -2.60926
H: 0.38049 -8.02455 -0.59688
H: -0.48796 -10.35715 -0.36225
H: -0.14219 -11.57119 -2.75464
H: 1.01619 -9.72277 -4.37442
H: 1.30143 -7.49025 -2.88022
N: 2.14081 6.73880 -0.97965
C: 2.04495 6.35049 -2.28793
C: 3.07915 5.49146 -2.54785
C: 3.82971 5.35805 -1.34708
C: 3.22546 6.14005 -0.39896
H: 1.51172 7.36862 -0.51580
H: 1.24843 6.71012 -2.91660
H: 3.27552 5.01006 -3.49121
H: 4.71270 4.75924 -1.19862
H: 3.47600 6.32178 0.63207
N: -3.12268 -10.26150 -3.71793
C: -3.26117 -10.81965 -4.95762
C: -4.41417 -11.55979 -4.95919
C: -4.99198 -11.44378 -3.66574
C: -4.16960 -10.63725 -2.92386
H: -2.35191 -9.68504 -3.42762
H: -2.53236 -10.64453 -5.73036
H: -4.80019 -12.12205 -5.79293
H: -5.90462 -11.90025 -3.32073
H: -4.24218 -10.30153 -1.90356
N: -6.11901 7.06866 -0.93570
C: -6.77234 7.27969 -2.11886
C: -6.26193 8.41885 -2.68235
C: -5.26162 8.91570 -1.80200
C: -5.19821 8.05982 -0.73499
H: -6.29049 6.30440 -0.30710
H: -7.54139 6.60702 -2.45768
H: -6.57182 8.85027 -3.61939
H: -4.65951 9.79854 -1.93754
H: -4.57651 8.06988 0.14356

4.
This record from OMol25 describes 9 unconnected molecules or ions with the total composition C40H55N9 at a distorted geometry. The level of theory is ωB97M-V/def2-TZVPD.

Summary:
* gap between HOMO and LUMO (alpha / beta): 2.9 / 7.1 eV
* charge: -1
* LUMO level (alpha / beta): 2.296 / 2.286 eV
* multiplicity: 2

Cartesian coordinates (Å):
N: 5.19032 -1.12024 -4.10813
C: 4.76761 -0.02225 -3.49441
C: 3.71040 -0.13253 -2.47519
C: 3.27941 -1.46170 -2.10190
C: 3.88615 -2.60988 -2.63011
C: 4.79021 -2.37444 -3.63123
H: 4.88767 0.90274 -4.03881
H: 3.33878 0.68249 -1.87184
H: 2.62731 -1.55058 -1.24558
H: 3.68777 -3.60373 -2.25685
H: 5.14026 -3.23193 -4.18674
N: -6.54091 -3.02361 -4.82950
C: -7.32774 -2.58089 -3.81645
C: -6.84061 -1.97163 -2.66827
C: -5.50954 -1.80313 -2.47747
C: -4.66929 -2.27030 -3.52468
C: -5.23095 -2.88197 -4.65184
H: -8.39253 -2.73051 -3.91775
H: -7.43820 -1.63832 -1.83270
H: -5.08545 -1.26755 -1.64099
H: -3.65333 -2.14536 -3.18028
H: -4.56391 -3.08386 -5.47689
N: 0.16908 0.85094 -1.15086
C: 0.61280 1.11003 0.12876
C: -0.12974 0.90849 1.36190
C: -1.40932 0.35919 1.22701
C: -1.91257 0.14002 -0.07247
C: -1.18052 0.53078 -1.20678
H: 1.65367 1.39811 0.12795
H: 0.44940 1.05285 2.26199
H: -2.11677 0.26854 2.03800
H: -2.90410 -0.27586 -0.17402
H: -1.68113 0.53471 -2.16375
N: 0.88829 1.06938 6.04813
C: -0.22804 1.59673 5.44787
C: -0.97686 2.61156 6.08797
C: -0.55045 3.08585 7.38449
C: 0.60403 2.64915 7.93298
C: 1.17351 1.54080 7.31271
H: -0.60522 1.23703 4.50195
H: -1.90868 2.94869 5.65849
H: -1.24280 3.71117 7.92857
H: 0.85652 2.87209 8.95910
H: 2.09443 1.21154 7.77085
C: -1.01714 -2.20590 3.86937
C: -0.19467 -2.81797 5.12107
C: 1.11015 -3.61063 4.80881
C: 0.72819 -4.89978 4.23278
N: 0.50331 -5.97831 3.79277
H: -1.79989 -1.48804 4.11448
H: -1.71557 -2.83023 3.31215
H: -0.38206 -1.72610 3.12467
H: -0.76756 -3.34188 5.88619
H: 0.04746 -1.94957 5.73372
H: 1.61254 -3.87020 5.74065
H: 1.69283 -3.25546 3.95885
C: -2.00475 1.58233 -5.87626
C: -2.85259 0.34416 -5.60742
C: -2.05691 -1.02483 -5.66784
C: -0.89664 -0.91425 -4.70851
N: -0.04906 -0.75940 -3.91366
H: -1.24631 1.67348 -5.09873
H: -2.59339 2.49491 -5.78248
H: -1.55889 1.61866 -6.87024
H: -3.71719 0.32518 -6.27090
H: -3.28037 0.48495 -4.61481
H: -1.82342 -1.19140 -6.71943
H: -2.55758 -1.98298 -5.52861
C: -0.78872 5.53950 -0.08480
C: 0.74653 5.87561 0.01018
C: 1.41184 5.07538 -1.05255
C: 2.97233 5.12700 -0.93654
N: 4.12052 5.14678 -0.78802
H: -1.18569 5.87913 -1.04145
H: -1.32002 5.97722 0.76031
H: -0.92033 4.45810 -0.12132
H: 1.13934 5.56367 0.97790
H: 0.98500 6.92790 -0.14448
H: 1.15991 5.45239 -2.04376
H: 1.06658 4.05543 -0.88340
C: -0.30410 -4.89148 0.36580
C: -0.09983 -3.53210 -0.41662
C: -1.32309 -3.03146 -1.17177
C: -2.66601 -3.47158 -0.75265
N: -3.64729 -3.93959 -0.46872
H: -0.93259 -4.86526 1.25596
H: 0.70137 -5.21770 0.63169
H: -0.64059 -5.64827 -0.34283
H: 0.76611 -3.54044 -1.07856
H: 0.20512 -2.73632 0.26297
H: -1.42646 -3.53350 -2.13373
H: -1.32082 -1.99424 -1.50687
C: 3.51431 2.77109 2.08204
C: 5.01313 2.70106 1.66502
C: 5.34705 1.70604 0.50461
C: 4.64690 0.46782 0.75614
N: 4.13939 -0.50967 0.96344
H: 3.39802 3.13681 3.10225
H: 3.00251 1.80893 2.10264
H: 2.92982 3.38398 1.39586
H: 5.59370 2.38888 2.53309
H: 5.43743 3.65812 1.36155
H: 6.40212 1.53581 0.29029
H: 4.98713 2.10561 -0.44350

Number 1: calculated total energy -2741.53124 a.u.. Number 2: calculated total energy -5285.11857 a.u.. Number 3: calculated total energy -2637.50365 a.u.. Number 4: calculated total energy -2049.77207 a.u..